{"formula": "C3H36NO14", "method": "the ωB97M-V functional and the def2-TZVPD basis", "symbols": ["C", "C", "C", "O", "N", "H", "H", "H", "H", "H", "H", "H", "H", "H", "H", "H", "H", "O", "H", "H", "O", "H", "H", "O", "H", "H", "O", "H", "H", "O", "H", "H", "O", "H", "H", "O", "H", "H", "O", "H", "H", "O", "H", "H", "O", "H", "H", "O", "H", "H", "O", "H", "H", "O"], "coordinates": [[0.71762, -2.13130, -2.07569], [0.11266, -1.05050, -3.00437], [-0.43482, -1.59107, -4.36880], [-1.02800, -0.58315, -2.28860], [1.32316, -1.44163, -0.72426], [-0.08406, -2.72308, -1.68096], [1.55008, -2.72789, -2.41882], [1.04162, -0.41972, -3.19455], [-1.59279, -1.56858, -4.24214], [0.02325, -2.56959, -4.77178], [-0.10670, -0.80542, -5.09688], [-1.75911, -0.54097, -2.95533], [1.24005, -2.12475, 0.04929], [0.77127, -0.53495, -0.43279], [2.32139, -0.95022, -0.92076], [0.59088, -0.90475, 4.24742], [0.34779, 0.66137, 4.12751], [0.83988, -0.09706, 3.75816], [2.78162, -0.19344, 2.16368], [1.44115, 0.34863, 2.15493], [2.20554, 0.39275, 1.61534], [0.75563, 2.37505, -4.05309], [-0.43084, 2.13420, -3.07514], [0.52008, 1.79119, -3.28882], [4.45390, 0.34087, -1.22316], [3.24878, 0.82880, -0.45519], [3.45171, 0.34717, -1.24793], [-2.41006, 4.17691, -2.99470], [-1.13344, 4.26283, -2.20881], [-1.53166, 3.62797, -2.68931], [-2.78170, 2.27756, 2.08612], [-3.38790, 3.41798, 1.35165], [-2.54834, 3.10329, 1.72580], [-4.41401, -1.61138, 2.92825], [-3.14697, -0.97660, 3.38193], [-3.46105, -1.65774, 2.96310], [-2.36312, -1.95905, 1.78233], [-1.93478, -1.15004, 0.63609], [-1.57157, -1.69865, 1.28653], [1.50418, -2.68946, 1.98900], [2.99373, -2.83030, 1.99567], [2.30904, -2.28358, 1.76758], [-1.03704, 0.81568, -0.59681], [-1.08716, 2.19321, -0.05496], [-1.09849, 1.28090, 0.24311], [0.17432, -4.51389, 1.42676], [-0.45765, -3.10649, 1.03092], [0.28548, -3.71271, 0.88841], [1.62282, 2.23386, -0.72525], [1.69924, 2.50168, 0.82767], [1.57983, 2.93199, -0.06512], [-1.03655, 2.64795, 3.71721], [-1.13505, 1.98676, 2.42392], [-1.18965, 1.61086, 3.39973]], "atomic_forces_ev_per_a": [[0.066, 1.459, 1.997], [1.738, -2.262, -0.196], [0.379, 0.379, -0.295], [-0.166, 1.147, -0.563], [-0.515, 2.770, -1.997], [-0.231, -0.673, 0.104], [-0.010, -0.024, -0.493], [-2.005, 0.465, 0.289], [2.047, -0.748, -0.927], [-1.075, 1.337, 0.963], [-0.770, -0.704, 0.298], [0.915, 0.277, 1.148], [0.834, 0.486, -0.348], [0.851, -2.364, -0.547], [-1.871, -1.648, 0.703], [0.087, 0.837, -0.302], [-0.115, -0.656, -0.308], [-0.070, -0.553, 0.925], [-0.492, 0.594, -0.923], [-1.717, -0.030, 0.960], [2.305, -0.008, -0.816], [-0.125, -0.700, 1.010], [2.396, -0.717, -0.485], [-2.125, 1.666, -0.536], [-1.688, -0.161, -0.308], [-0.415, 0.573, 1.047], [2.004, -0.490, -0.496], [3.138, -2.390, 0.910], [2.702, 3.317, 2.804], [-5.903, -0.916, -3.616], [-0.551, -1.716, 0.823], [0.506, 0.154, 0.051], [-0.584, 2.057, -1.051], [-0.277, 0.069, 0.139], [2.693, 6.199, 3.822], [-2.941, -6.243, -3.463], [-0.041, -0.074, 0.415], [-0.504, 1.499, -1.723], [1.204, -1.498, 0.812], [-1.618, -1.187, 0.470], [2.510, -2.309, 0.930], [-0.213, 3.203, -0.991], [-0.055, -0.416, -0.294], [0.010, 0.461, 0.250], [0.092, -0.338, -0.248], [-0.219, 0.481, -0.363], [-0.685, 0.042, 0.226], [0.230, -0.632, 0.067], [-0.068, -0.061, -0.005], [-0.095, 0.346, -1.539], [0.106, -0.259, 1.362], [-0.795, -3.928, -0.200], [0.199, -2.145, 2.105], [0.927, 6.029, -1.594]], "lumo_ev": -2.23, "molar_mass_g_mol": 310.31, "de_lowest_ev": 4.756, "max_force_ev_per_a": 7.76, "charge": 1, "homo_lumo_gap_ha": 0.405, "homo_energy_ev": -13.246}

{"formula": "C3H37N2O15", "method": "the ωB97M-V functional and the def2-TZVPD basis", "symbols": ["O", "C", "N", "C", "N", "C", "H", "H", "H", "H", "H", "H", "H", "H", "H", "H", "H", "O", "H", "H", "O", "H", "H", "O", "H", "H", "O", "H", "H", "O", "H", "H", "O", "H", "H", "O", "H", "H", "O", "H", "H", "O", "H", "H", "O", "H", "H", "O", "H", "H", "O", "H", "H", "O", "H", "H", "O"], "coordinates": [[2.08564, 0.42665, 0.24251], [1.71510, 1.41283, -0.38127], [1.28106, 2.53414, 0.18311], [1.70020, 1.31614, -1.87586], [1.59239, -0.12178, -2.31671], [1.71930, -0.54581, -3.71060], [1.44116, 2.81872, 1.19507], [0.53176, 3.13041, -0.15682], [0.97852, 1.81222, -2.53437], [2.63110, 1.58545, -2.43493], [0.63326, -0.25739, -2.02073], [2.22873, -0.70135, -1.70869], [1.80748, -1.60522, -3.79563], [2.52134, 0.09188, -4.16188], [0.80536, -0.30488, -4.30085], [-1.63158, 4.73470, -0.66626], [-0.52757, 4.46276, -1.63591], [-1.04001, 4.00654, -0.91479], [-0.86665, 1.47678, -1.19403], [-1.26483, -0.08192, -1.32264], [-0.80824, 0.67596, -1.73330], [2.87791, 0.24591, 2.49787], [4.25790, -0.46205, 2.59391], [3.79108, 0.36809, 2.76417], [0.84853, -3.12473, 2.77077], [1.64550, -2.13730, 3.75524], [1.60955, -2.53443, 2.88221], [-4.57488, -0.68952, -1.68367], [-4.29328, 0.73627, -2.07844], [-4.26223, 0.14731, -1.31210], [0.46229, -3.20329, 0.40056], [-0.39245, -1.99383, 0.86642], [-0.42929, -2.83665, 0.40203], [-0.30664, 2.63180, 4.20584], [0.94144, 1.70395, 4.05426], [0.41945, 2.38971, 3.63009], [-1.69553, 1.45968, 3.39533], [-0.94065, 0.17143, 3.21600], [-1.72940, 0.53992, 3.66672], [3.17122, -2.91903, -1.32966], [3.77794, -1.79105, -0.41958], [3.58643, -2.04907, -1.32773], [-3.82939, 2.43243, 1.05677], [-3.85899, 0.84393, 0.94695], [-3.35040, 1.64723, 0.79486], [-2.24848, 0.31292, 0.14664], [-1.58503, -0.40065, 1.40884], [-1.73913, -0.44778, 0.46375], [-3.45763, -2.40826, -0.30097], [-2.12690, -3.22059, -0.04839], [-3.10353, -3.28313, -0.12684], [1.14142, -0.41286, 1.92070], [0.52580, 0.80775, 1.61528], [0.27840, -0.00411, 2.07463], [-1.72284, -3.27706, -2.65742], [-0.26911, -3.39374, -2.51710], [-0.95259, -2.71607, -2.48336]], "atomic_forces_ev_per_a": [[0.778, 0.147, -0.289], [-0.273, -0.762, 0.178], [-0.322, 2.027, 2.315], [1.744, -0.356, -4.212], [0.066, -0.835, 2.215], [-0.276, 2.590, -1.678], [0.084, -1.321, -1.537], [0.198, -0.093, -0.826], [-0.335, 0.365, 1.076], [-0.007, 0.497, 1.427], [-0.790, -0.778, 0.266], [-0.381, 0.353, -0.487], [0.686, -0.564, 0.197], [-0.274, -1.205, 0.165], [0.407, 0.079, 0.760], [-0.078, -0.446, 0.305], [-0.593, -0.800, 0.803], [0.785, 1.207, -1.234], [-0.598, -0.518, 0.172], [0.011, 0.573, 0.309], [-0.187, -0.152, -0.716], [0.145, -0.180, -0.198], [-0.317, 0.200, 0.059], [0.321, 0.018, 0.214], [0.168, 0.380, 0.663], [-0.441, -0.379, 0.203], [0.291, 0.038, -0.889], [-0.004, 0.069, 0.162], [0.059, 0.083, 0.270], [-0.092, -0.374, -0.552], [-0.145, 0.102, 0.115], [0.068, 0.150, -0.169], [0.620, -0.406, 0.185], [0.173, -0.126, 0.445], [-0.264, -0.003, 0.328], [0.437, 0.582, -0.771], [-0.218, -0.011, -0.126], [-0.401, 0.312, 0.606], [-0.015, -0.416, -0.122], [0.253, 0.018, 0.326], [-0.049, -0.282, 0.099], [-0.330, 0.348, -0.378], [-0.445, -0.202, 0.139], [-0.535, 0.416, 0.145], [0.741, 0.266, -0.055], [-0.067, -0.073, 0.883], [-0.362, 0.584, 0.091], [-0.366, -0.560, -0.958], [0.456, 0.131, 0.182], [-0.790, 0.398, -0.048], [0.157, -0.548, -0.203], [-0.354, -1.105, 0.351], [-0.992, 0.468, 0.136], [1.626, -0.052, -0.180], [-0.294, 0.461, 0.191], [0.281, 0.161, 0.144], [0.036, -0.479, -0.496]], "lumo_ev": -2.63, "molar_mass_g_mol": 341.33, "de_lowest_ev": 0.118, "max_force_ev_per_a": 4.57, "charge": 1, "homo_lumo_gap_ha": 0.366, "homo_energy_ev": -12.579}

{"formula": "C3H39N2O15", "method": "the ωB97M-V functional and the def2-TZVPD basis", "symbols": ["C", "C", "C", "N", "N", "H", "H", "H", "H", "H", "H", "H", "H", "H", "H", "H", "O", "H", "H", "O", "H", "H", "O", "H", "H", "O", "H", "H", "O", "H", "H", "O", "H", "H", "O", "H", "H", "O", "H", "H", "O", "H", "H", "O", "H", "H", "O", "H", "H", "O", "H", "H", "O", "H", "H", "O", "H", "H", "O"], "coordinates": [[0.38682, -0.10020, -1.18050], [1.73624, -0.25940, -0.54884], [2.87594, 0.44063, -0.94824], [2.87961, 1.12011, -2.17157], [1.66626, -1.00023, 0.67479], [0.53882, -0.16621, -2.29095], [0.02284, 0.90580, -0.76765], [-0.31039, -0.79371, -0.78331], [3.82357, 0.01575, -0.57700], [1.99212, 1.56685, -2.41992], [3.73148, 1.60477, -2.45477], [1.15268, -1.85115, 0.36950], [1.17218, -0.38798, 1.38006], [2.60278, -1.16573, 1.09728], [0.01289, 2.57742, -1.00359], [0.40023, 3.17560, -2.26009], [0.79559, 2.66561, -1.59399], [-0.13168, 3.53999, 3.39449], [0.08409, 4.55408, 2.21112], [-0.00851, 3.70706, 2.43116], [0.07034, -0.76572, -4.58461], [-1.27206, -0.10077, -4.56499], [-0.86578, -0.88839, -4.87182], [0.07944, -1.69117, 4.86198], [-1.24442, -1.47474, 4.28900], [-0.35649, -1.79607, 4.00133], [-2.63489, -0.72265, 1.90373], [-3.44104, 0.67351, 1.87638], [-2.64971, 0.22766, 1.70286], [2.19053, 1.76409, 3.34163], [2.14658, 3.05474, 2.47375], [2.75006, 2.28121, 2.75034], [-3.83234, -2.25891, -1.68562], [-3.04187, -3.57236, -1.90977], [-3.60833, -3.14567, -1.25445], [-1.02970, 2.07611, 3.65400], [-0.69760, 2.05612, 5.07460], [-0.19617, 1.97344, 4.26692], [4.93521, -0.35605, 1.93350], [3.76985, 0.78505, 1.76449], [4.11980, -0.03956, 1.51452], [-0.58507, -2.85173, 0.75386], [-0.71612, -4.02505, -0.09337], [-0.02954, -3.35462, 0.12318], [2.06618, -1.13251, -3.26451], [2.12695, -2.67103, -3.50561], [2.14580, -1.73919, -3.96342], [-2.04542, 1.73808, -1.31402], [-2.57833, 1.58938, -2.81421], [-1.81972, 1.46902, -2.28091], [-3.07117, -2.61901, 0.30401], [-3.58556, -2.80864, 1.54593], [-2.79122, -2.47773, 1.26286], [-1.19331, 3.09669, 1.11522], [-1.67812, 1.80934, 0.88655], [-1.84462, 2.63431, 0.66098], [-1.57350, -2.40969, -2.01634], [-1.51904, -2.01406, -3.58427], [-1.92317, -2.46250, -2.91169]], "atomic_forces_ev_per_a": [[1.070, 2.084, 0.536], [1.711, 2.383, -1.756], [-1.351, -2.679, -1.480], [0.227, -0.411, 0.892], [0.127, 0.298, 1.064], [-0.921, 0.476, 1.073], [0.110, -1.761, -1.361], [-0.623, -1.053, -0.099], [-0.419, 1.195, -0.039], [0.820, -0.066, 0.297], [-0.571, -0.332, 0.294], [0.250, 0.013, 1.210], [0.081, -1.360, -0.547], [-0.253, -0.051, -0.301], [0.784, 0.085, -0.308], [-0.658, 1.331, -1.883], [-0.481, -0.071, 2.077], [0.504, 0.602, -0.808], [0.503, 5.578, -0.913], [-0.381, -5.417, 1.352], [-0.652, -0.505, -0.582], [-0.834, 1.287, 0.354], [1.665, -0.777, 0.127], [0.473, -0.277, -0.387], [0.641, -0.425, -0.853], [-1.048, 0.730, 1.107], [-0.733, 0.136, -0.287], [-1.978, 0.419, 0.534], [2.790, -0.418, -0.381], [-0.082, 0.169, 0.141], [1.222, -1.815, 0.562], [-1.241, 1.359, -0.772], [0.495, -1.980, 0.600], [-0.246, 0.089, -0.267], [-1.003, 1.699, 0.117], [2.377, -0.851, 0.983], [0.293, -0.123, 1.202], [-3.033, 0.397, -1.801], [-0.524, 0.940, 0.214], [-0.070, 2.189, 1.226], [0.744, -3.135, -0.813], [0.304, -0.132, 0.070], [1.009, 0.150, -0.194], [-1.578, 0.046, 0.359], [0.215, 1.343, 1.664], [0.020, 2.747, -1.383], [-0.181, -3.942, -0.231], [0.138, -0.468, -2.528], [-1.462, 0.383, -0.515], [0.934, 0.287, 2.950], [1.123, 0.343, 0.175], [-3.083, -1.473, 2.446], [2.138, 0.812, -2.524], [1.895, 1.896, 1.464], [0.659, -6.644, 1.784], [-2.638, 4.480, -3.451], [0.706, 0.666, -0.729], [2.462, 2.223, -2.631], [-2.448, -2.670, 2.950]], "lumo_ev": -2.70, "molar_mass_g_mol": 343.34, "de_lowest_ev": 5.961, "max_force_ev_per_a": 6.91, "charge": 1, "homo_lumo_gap_ha": 0.305, "homo_energy_ev": -11.004}

{"formula": "C3H3BEuF7", "method": "the ωB97M-V functional and the def2-TZVPD basis", "symbols": ["B", "C", "F", "F", "C", "F", "F", "C", "F", "F", "F", "H", "H", "H", "Eu"], "coordinates": [[-1.51539, 0.18751, -0.39312], [-0.07932, -0.06684, -1.09338], [0.03069, -1.42151, -1.48147], [-0.01289, 0.63752, -2.22033], [1.21715, 0.19882, -0.26044], [1.93419, 1.20431, -0.75318], [1.98619, -0.91213, -0.26453], [0.95110, 0.48607, 1.22225], [0.20709, -0.55505, 1.71877], [2.11369, 0.50166, 1.88058], [0.30403, 1.62057, 1.42549], [-1.67839, -0.75363, 0.34249], [-1.61379, 1.16266, 0.28539], [-2.36666, 0.15354, -1.24196], [-1.47770, -2.44349, 0.83343]], "atomic_forces_ev_per_a": [[-0.379, 0.525, -0.658], [-0.479, 0.484, 0.433], [-0.464, -0.713, 0.371], [0.374, 0.226, -0.454], [0.061, -0.099, -0.417], [-0.087, 0.202, 0.002], [0.323, -0.294, 0.140], [1.157, 1.218, -0.170], [-0.292, -0.684, 0.660], [-0.853, -0.069, -0.047], [0.410, -0.574, 0.265], [-0.760, 2.281, -0.235], [0.033, -0.090, -0.041], [-0.010, -0.314, -0.005], [0.966, -2.099, 0.154]], "lumo_ev": [-5.96, -5.78], "s_squared": 15.76, "molar_mass_g_mol": 334.82, "max_force_ev_per_a": 2.42, "charge": 1, "homo_lumo_gap_ha": [0.312, 0.319], "homo_energy_ev": [-14.434, -14.451], "spin_multiplicity": 8}

{"formula": "C3H3BeO4", "method": "the ωB97M-V functional and the def2-TZVPD basis", "symbols": ["C", "C", "H", "Be", "O", "O", "C", "O", "O", "H", "H"], "coordinates": [[1.78228, -0.89836, 0.30414], [0.94370, -0.52968, -0.77588], [1.36316, -0.26218, -1.74689], [3.35696, 0.65082, 0.17827], [2.95702, -0.49995, 0.05696], [-0.37846, -0.49681, -0.78073], [-1.15554, 0.08471, 0.19447], [-1.42684, -0.42230, 1.23982], [-1.51375, 1.24921, -0.27764], [1.41780, -1.22673, 1.28123], [-2.13834, 1.68217, 0.32207]], "atomic_forces_ev_per_a": [[-4.599, -0.255, -0.370], [-3.282, -0.682, -0.146], [0.162, -0.397, -0.051], [5.008, 9.742, 0.877], [0.225, -8.009, -0.269], [3.465, -0.585, -1.846], [-2.381, 0.535, 3.483], [0.878, 0.091, -1.244], [0.398, -0.115, -0.581], [0.386, -0.409, -0.086], [-0.259, 0.085, 0.233]], "lumo_ev": [-13.31, -13.58], "s_squared": 0.76, "molar_mass_g_mol": 112.06, "de_lowest_ev": 0.000, "max_force_ev_per_a": 10.99, "charge": 2, "homo_lumo_gap_ha": [0.235, 0.224], "homo_energy_ev": [-19.691, -19.662], "spin_multiplicity": 2}

{"formula": "C3H3Br2Cl", "method": "the ωB97M-V functional and the def2-TZVPD basis", "symbols": ["C", "C", "C", "Cl", "Br", "Br", "H", "H", "H"], "coordinates": [[-0.55329, 1.40585, 0.73970], [-0.66034, 1.49210, 2.15689], [-0.10890, 0.16443, -0.04123], [-1.35870, 2.80418, 2.93293], [-1.19714, 2.89370, -0.25358], [-0.27707, -0.02018, 3.27079], [-1.01886, -0.49023, -0.43660], [0.23501, 0.61536, -0.90007], [0.49057, -0.49634, 0.68310]], "atomic_forces_ev_per_a": [[-0.903, -0.663, 4.082], [0.317, -1.267, -4.281], [-2.805, -1.343, 2.661], [-0.096, 0.605, 0.592], [0.294, -0.440, 0.003], [0.001, 0.541, -0.432], [1.518, 1.424, 1.164], [2.023, 0.062, -2.003], [-0.349, 1.081, -1.785]], "lumo_ev": 0.44, "molar_mass_g_mol": 234.32, "de_lowest_ev": 0.412, "max_force_ev_per_a": 4.48, "homo_lumo_gap_ha": 0.344, "homo_energy_ev": -8.911, "smiles": "C/C(Br)=C(/Cl)Br"}